Density functional theory data (ωB97M-V with the def2-TZVPD basis set) for a gas-phase ion, C23H46NO4 (charge +1) at a distorted geometry.

```
74
Properties=species:S:1:pos:R:3:forces:R:3
C -0.1972 -1.3366 -0.7739 0.6 -0.2 0.1
H 4.6545 1.9802 -1.3734 0.1 0.0 0.0
H -2.5709 1.2854 -0.4662 0.0 -0.1 -0.1
C 2.2990 3.1972 -0.4353 0.1 0.4 0.2
H -5.4601 -0.9902 0.4910 0.0 0.1 -0.1
H -5.2613 1.2774 1.2300 -0.1 0.0 0.0
C -3.6840 -2.9453 -2.0394 -0.2 -0.1 0.2
H 2.5623 -4.8576 -0.2572 0.0 0.1 0.0
H 2.0332 -0.6950 0.6453 0.0 -0.1 -0.2
H -5.4934 -3.0780 -0.8883 -0.1 -0.1 0.0
H 4.1428 -4.4304 -0.9371 0.0 0.2 0.0
H -3.7235 3.2130 1.5915 0.1 0.1 0.0
H -2.7350 -0.2781 1.6677 0.1 0.0 0.0
C 3.7287 3.2881 0.0926 -0.2 -0.2 -0.2
H -4.0851 -3.5350 -2.8599 0.0 0.0 -0.2
H 1.9316 -2.8264 -1.0825 0.2 0.0 0.1
C 0.0886 4.4116 -0.7702 0.1 -0.1 0.3
H -2.1138 -1.2925 -0.8490 0.4 0.0 0.0
H -2.1846 3.3741 -1.7506 0.0 0.1 0.0
C 1.0009 -0.5297 -1.2389 0.1 0.0 0.1
H 2.4988 -2.0971 2.1407 0.1 0.0 -0.1
H -2.7058 4.3280 -0.3639 0.0 0.1 0.0
C -2.2270 3.3927 -0.6587 0.1 -0.4 0.1
H 5.0658 -3.0964 1.6522 -0.1 -0.1 0.0
H -4.5650 1.3859 2.8387 -0.1 0.0 0.0
C -4.3327 1.1726 1.7937 0.3 0.0 0.2
H 4.5443 -1.4659 1.2256 -0.2 -0.2 -0.1
H -4.0558 -0.5171 -0.4490 -0.1 0.1 -0.1
C -3.9339 -2.4907 0.4678 -0.4 0.0 -0.2
H 4.0222 -5.0016 0.7308 0.0 0.1 0.1
C -0.8008 3.3577 -0.1125 -0.1 0.3 -0.3
H -4.3390 -2.9595 1.3674 0.1 0.0 0.1
C 2.7759 -2.2460 -0.7081 -0.4 0.7 -0.7
C -3.0755 2.2114 -0.1842 0.0 0.3 0.2
O -1.3271 -0.7722 -1.1184 -0.7 0.4 -0.3
H 2.0296 5.3173 -0.6254 0.1 0.1 0.1
C -3.8283 -0.2745 1.6852 -0.3 0.1 -0.2
O 3.8067 0.4465 1.3585 0.0 0.2 0.2
O -0.1101 -2.3783 -0.1660 -0.1 -0.2 0.1
C -3.3329 2.2295 1.3209 -0.2 -0.1 -0.2
H -0.8129 3.5280 0.9651 0.1 -0.1 0.1
O 3.2303 0.1616 -0.7792 -0.1 -0.1 -0.5
H 1.1774 -0.7468 -2.2950 -0.1 0.0 -0.1
C 1.4994 4.4729 -0.1806 -0.1 -0.2 -0.3
H -4.1341 -0.8265 2.5765 0.1 -0.1 0.0
C 2.4307 -3.0326 1.5896 -0.7 0.0 0.8
N 3.3493 -3.0204 0.4317 0.1 0.0 -0.1
H -0.3817 5.3886 -0.6460 -0.1 0.0 -0.1
H 0.7520 0.5304 -1.1698 0.1 0.0 0.0
H -3.7920 -1.8961 -2.3068 0.0 0.1 -0.1
H 1.7976 2.3625 0.0593 -0.1 -0.1 -0.1
C -4.3690 -1.0229 0.4663 0.3 -0.3 0.4
H 3.7127 3.3844 1.1793 0.0 0.1 0.0
C 4.6558 -2.4835 0.8518 0.9 0.5 0.3
C -4.4293 -3.2750 -0.7498 0.2 0.0 0.1
H -0.3907 2.3602 -0.2901 0.0 -0.1 0.1
H 5.5425 2.1160 0.1725 0.0 -0.1 0.0
H 2.7033 -3.8404 2.2652 0.2 0.0 -0.1
H 0.1541 4.2134 -1.8429 0.0 0.1 -0.1
H 2.3206 2.9946 -1.5092 0.0 -0.1 -0.1
H -4.3170 -4.3423 -0.5486 -0.1 0.0 0.0
H 1.4359 4.6510 0.8948 0.0 0.1 0.1
H -2.8436 -2.5745 0.5412 0.1 0.0 0.1
H 1.4049 -3.1745 1.2492 0.2 0.0 -0.1
H 4.2219 4.1690 -0.3190 0.0 0.0 0.0
H 5.3531 -2.4847 0.0158 -0.1 -0.1 -0.1
C 3.8580 0.8285 0.2164 0.2 -0.1 0.1
C 3.5296 -4.4087 -0.0377 0.1 -0.9 -0.3
H 3.5328 -2.1738 -1.4933 0.0 -0.1 0.1
C 2.2638 -0.8219 -0.4188 -0.3 -0.3 0.5
H -2.3937 2.0895 1.8601 0.0 0.1 0.1
H -2.6260 -3.1898 -1.9454 0.1 0.0 0.0
H -4.0357 2.2424 -0.7038 -0.1 -0.1 0.0
C 4.5581 2.0468 -0.2904 0.0 0.3 0.1
```
Positions in Å, forces in eV/Å.

Computed properties:
- SMILES: CCCCCCCCCCCCCCCC(=O)O[C@@H](CC(=O)O)C[N+](C)(C)C
- Relative energy (zero: lowest compared OMol25 entry of this formula, charge and spin): 0.137 eV
- E: -34273.1712 eV
- Total charge: +1

Density functional theory data (ωB97M-V with the def2-TZVPD basis set) for 5 unconnected molecules or ions with the total composition C23H46NO8P at a distorted geometry.

```
79
Properties=species:S:1:pos:R:3:forces:R:3
H 4.8795 5.2825 0.7296 0.0 0.0 0.0
O 0.6205 -2.3840 1.9524 -0.2 0.4 -0.5
H -1.8126 -3.2191 0.2156 0.1 0.1 -0.1
O -0.0173 1.7427 1.4618 -2.0 2.2 1.7
O 1.8659 1.0213 0.5120 -0.2 -0.3 0.9
C 4.6262 3.2460 2.5733 -0.1 -0.1 -0.2
C 0.4777 2.8394 -4.4286 0.1 0.1 0.1
H -2.8990 -6.0793 2.5039 0.0 0.1 0.0
H -4.7740 3.2357 -1.9370 -0.1 0.0 0.0
H 5.8670 6.2517 1.8304 0.0 0.0 0.0
O 0.6397 1.6890 -3.5910 -0.1 0.1 0.0
H -1.0189 0.4836 -3.4170 -0.1 0.0 0.0
H -6.8347 2.3673 0.7994 0.0 -0.1 0.1
C -1.0186 3.0946 -4.5324 -0.1 -0.1 -0.2
H 0.9998 -0.9965 -1.5574 -0.7 -0.2 0.2
C 3.2836 -1.0698 0.7714 0.8 0.4 1.1
O 5.9029 2.9572 1.9903 0.0 0.1 0.0
H 3.6585 0.6157 2.0980 0.1 0.0 -0.3
H 3.7490 -1.8476 -1.2190 0.0 -0.2 0.2
H 5.9544 -1.0324 -0.5401 0.0 -0.1 0.3
H 6.0203 -2.7762 -0.7365 -0.2 0.2 0.0
H -5.3068 -4.3395 0.5862 -0.1 0.0 0.0
H -4.9114 1.2006 1.6982 0.0 0.0 0.0
C 2.2667 -0.2346 -0.0138 0.1 -0.7 -1.9
O -3.4349 -5.1815 0.7175 -0.1 -0.1 0.0
C -1.5150 2.5833 -3.1879 0.0 0.2 0.1
C 5.4552 5.2575 1.6585 -0.1 0.1 -0.2
C -4.9154 2.2632 -1.4622 0.0 -0.1 -0.1
H 4.7688 0.5193 0.6881 0.1 0.1 0.4
H 4.9488 -0.5502 2.1258 0.1 0.0 -0.3
O -6.3018 2.0735 -1.1640 0.1 0.0 0.1
H -7.1408 0.7358 0.1716 0.0 0.0 -0.1
C 6.5243 4.1792 1.5811 0.1 -0.1 0.1
H -6.4574 -6.4578 0.3654 0.0 0.0 0.0
H 2.8509 -1.6525 1.5932 -0.3 0.2 -0.3
H -0.4424 1.1911 -1.8973 0.0 0.0 -0.2
H -2.5717 2.3187 -3.1791 0.0 0.0 0.0
H 3.5678 5.1484 2.7840 0.0 0.0 0.0
H -5.2698 -6.4093 2.4982 0.0 0.0 0.0
H -2.6755 -7.0640 1.0444 0.0 0.0 0.1
C 0.9153 -0.8825 -0.4719 -0.1 0.6 1.5
H 2.7883 -0.0194 -0.9625 0.0 0.3 0.3
H -4.8256 0.1348 0.2897 0.0 0.0 0.0
H 4.5112 2.6783 3.4981 0.1 0.0 0.0
C 5.5836 -1.9741 -0.1247 -0.1 -0.3 -0.3
N -1.3747 -2.2981 0.1612 0.8 0.1 0.9
H -1.3449 3.3398 -2.4164 0.0 0.0 0.0
H 0.9924 3.6817 -3.9538 0.0 0.1 -0.1
C -5.3690 -6.4977 0.3479 0.0 -0.1 -0.2
C -4.7318 -5.1391 0.1077 0.0 0.2 0.0
H 0.7831 -3.2970 2.2346 0.0 0.4 0.0
H -1.4462 2.4937 -5.3394 0.0 0.0 0.0
H 7.3509 4.3889 2.2688 0.0 0.1 0.0
H -1.2593 4.1401 -4.7228 0.0 0.0 0.0
H -4.6095 1.4820 -2.1676 0.1 0.0 0.0
H 3.7891 -3.1033 0.0328 -0.3 0.3 0.0
C 0.5079 1.0519 0.7045 2.6 -2.4 -2.2
C -5.0398 1.1559 0.6171 0.0 -0.2 0.0
O -0.0566 0.1259 -0.1157 -0.2 0.3 0.3
H -4.7635 -7.9779 1.8584 0.0 0.0 0.0
H 0.9421 2.6513 -5.3979 0.0 -0.1 0.0
C -0.6095 1.3887 -2.9531 0.0 -0.2 -0.1
H 6.9317 4.0599 0.5758 0.0 -0.1 0.0
H -4.6266 -4.9040 -0.9521 0.1 0.0 0.0
H -1.6728 -1.7938 1.0021 -0.3 0.2 -0.5
P 0.3349 -2.4800 0.3034 0.0 -1.7 -0.9
C 4.0397 -2.0569 -0.1775 0.4 0.2 -0.1
C -3.3388 -6.3490 1.5426 0.2 -0.1 -0.1
C 4.5813 4.7489 2.7955 0.1 0.1 0.2
H -5.0656 -7.1980 -0.4346 0.0 0.0 0.0
H 3.8517 2.9258 1.8690 -0.1 0.0 0.1
H 5.9711 -2.1330 0.8858 -0.1 0.2 -0.1
C 4.2411 -0.0520 1.4577 -0.4 -0.4 -0.1
C -4.1643 2.1379 -0.1461 0.1 0.2 0.1
H -3.1352 1.8022 -0.2737 0.0 0.0 0.0
H -4.1474 3.1015 0.3697 0.0 0.0 0.0
C -6.4336 1.5669 0.1682 -0.1 0.2 0.0
C -4.7473 -6.9041 1.6754 -0.1 0.1 0.2
H 5.0371 5.0008 3.7569 0.0 0.0 0.0
```
Positions in Å, forces in eV/Å.

Computed properties:
- SMILES: CC[C@@H](C)[C@@H]1OC(=O)O[C@@H]1P(N)O.C1CCOC1.C1CCOC1.C1CCOC1.C1CCOC1
- Relative energy (zero: lowest compared OMol25 entry of this formula, charge and spin): 0.000 eV
- E: -51754.7185 eV
- Total charge: 0

| no. | LUMO (eV) | HOMO energy (eV) | orbital gap (eV) |
| --- | --- | --- | --- |
| 1 | -2.2 | -12.61 | 10.39 |
| 2 | 0.5 | -8.71 | 9.23 |